Record 1
ORCA calculation (the ωB97M-V functional and the def2-TZVPD basis) on a gas-phase ion, C6H16N7O (charge +1) in a non-equilibrium geometry.

Each line ends with the Mulliken charge.
Positions of all 30 atoms, in Å:
C 3.6658 -1.2732 -0.2264  -1.31
C 2.6520 -0.1395 -0.3555  0.38
C 3.3191 1.2235 -0.2073  -1.44
N 1.5921 -0.2213 0.6591  -0.33
N 0.5780 -1.1244 0.3456  -0.11
C -0.6785 -0.7037 0.3029  0.51
N -1.6296 -1.5613 -0.0255  -0.65
C -2.8798 -1.1299 -0.0104  0.48
N -3.8559 -2.0128 -0.1732  -0.35
N -3.1633 0.1782 0.1912  -0.24
C -2.0407 1.1300 0.0402  0.62
N -2.3060 2.4377 0.4782  -0.72
O -1.6478 1.0900 -1.2892  -0.56
N -0.9553 0.5380 0.7896  -0.30
H 4.3980 -1.2162 -1.0276  0.40
H 4.1940 -1.1959 0.7228  0.34
H 3.1827 -2.2482 -0.2797  0.37
H 2.1477 -0.1922 -1.3268  0.26
H 3.7803 1.3142 0.7721  0.36
H 2.5898 2.0200 -0.3248  0.33
H 4.0881 1.3426 -0.9648  0.42
H 1.9981 -0.4383 1.5693  0.25
H 0.7738 -2.0792 0.0544  0.26
H -3.6026 -2.9836 -0.2560  0.26
H -4.8274 -1.7524 -0.1947  0.20
H -4.0976 0.5249 0.0290  0.30
H -2.4150 2.5130 1.4792  0.25
H -3.0870 2.8699 0.0026  0.26
H -1.6436 1.9705 -1.6876  0.40
H -0.1293 1.1196 0.9132  0.39

Values from the calculation:
Charge: +1
Highest occupied orbital energy, eV: -13.13
Multiplicity: 1
Kohn-Sham gap, eV: 10.6
E, Ha: -696.5872
LUMO level, Ha: -0.0937

=====

Record 2
ORCA calculation (the ωB97M-V functional and the def2-TZVPD basis) on a gas-phase ion, C6H16NO (charge +1) in a non-equilibrium geometry.

Each line ends with the Mulliken charge.
Positions of all 24 atoms, in Å:
N -2.2108 2.3327 1.1038  -0.24
C -1.5608 1.2635 0.2564  -0.72
C -0.1252 1.6018 -0.0492  -0.64
C 0.4611 0.5826 -1.0535  -0.71
C 1.8235 -0.0219 -0.6478  -0.78
C 1.8466 -1.5302 -0.2800  -0.40
C 0.5654 -2.3071 -0.4171  -0.72
O -0.3133 -1.9939 0.6808  -0.49
H -1.7409 3.2309 0.9382  0.36
H -1.9985 2.1802 2.0938  0.38
H -3.2193 2.4281 0.9908  0.35
H -2.1290 1.2388 -0.6748  0.32
H -1.7045 0.3006 0.7274  0.33
H 0.5033 1.6664 0.8322  0.39
H -0.0845 2.5910 -0.5306  0.39
H 0.5392 1.0599 -2.0282  0.52
H -0.2948 -0.1888 -1.2285  0.23
H 2.1498 0.5483 0.2271  0.30
H 2.5576 0.3092 -1.3679  0.47
H 2.6938 -1.9293 -0.8473  0.31
H 2.1991 -1.5998 0.7461  0.27
H 0.7588 -3.3678 -0.5366  0.37
H -0.0284 -2.0066 -1.2762  0.39
H -0.0433 -2.5398 1.4257  0.32

Values from the calculation:
Charge: +1
Highest occupied orbital energy, eV: -13.44
Multiplicity: 1
Kohn-Sham gap, eV: 9.8
E, Ha: -367.9351
LUMO level, Ha: -0.1331

=====

Record 3
ORCA calculation (the ωB97M-V functional and the def2-TZVPD basis) on a gas-phase ion, C6H16NO2 (charge +1) in a non-equilibrium geometry.

Each line ends with the Mulliken charge.
Positions of all 25 atoms, in Å:
C 0.2202 -3.2102 0.4780  -1.19
C -0.6091 2.4713 0.6573  -1.51
C -1.9123 0.4693 -0.3566  -1.44
C 1.0217 -1.8852 0.5708  -0.51
C -0.6912 0.9605 0.5222  0.07
C 0.6644 0.4220 -0.1565  -2.24
N 0.5771 0.9524 -1.6297  0.12
O 1.6572 0.9667 0.4734  0.38
O 0.8325 -0.9857 -0.5474  1.32
H 0.8885 -3.9084 0.9414  0.45
H -0.5904 -3.0628 1.1101  0.35
H -0.0070 -3.4959 -0.5123  0.29
H -0.2595 3.0618 -0.1498  0.36
H 0.0847 2.7995 1.3892  0.44
H -1.4915 2.9093 0.9988  0.49
H -1.9261 0.8228 -1.3961  0.40
H -2.8586 0.8799 -0.0372  0.44
H -2.0143 -0.5853 -0.3236  0.30
H 2.1198 -2.2145 0.6619  0.46
H 0.9920 -1.2860 1.5503  0.33
H -0.8280 0.3685 1.3776  0.46
H 0.4670 0.0636 -2.1193  0.36
H -0.2192 1.5141 -1.7887  0.33
H 1.4203 1.4232 -1.9934  0.64
H 2.4616 0.5490 0.2798  -0.12

Values from the calculation:
Charge: +1
Highest occupied orbital energy (alpha / beta), eV: -6.77 / -16.26
Multiplicity: 3
⟨S²⟩: 2.005
Kohn-Sham gap (alpha / beta), eV: 4.1 / 6.6
E, Ha: -442.8773
LUMO level (alpha / beta), Ha: -0.0996 / -0.3554

=====

Record 4
ORCA calculation (the ωB97M-V functional and the def2-TZVPD basis) on a molecular structure, C6H16NS in a non-equilibrium geometry.

Each line ends with the Mulliken charge.
Positions of all 24 atoms, in Å:
C 0.9956 -1.1819 -1.2554  -0.58
C 1.1124 -3.4291 0.4280  -0.95
C -1.4937 1.6024 -1.5536  -0.87
C 0.0909 3.3398 -0.2501  -0.68
C -0.7829 0.3920 1.9604  -1.06
C -0.5443 2.3333 -0.7381  0.63
N 0.2426 0.5383 0.8642  -0.51
S 0.9381 -1.6320 0.4745  0.38
H 0.9708 -0.1306 -1.0238  0.13
H -0.0404 -1.4220 -1.7664  0.24
H 2.1396 -3.5913 0.0736  0.35
H 0.8763 -3.8145 1.4785  0.36
H -1.7025 0.5362 -1.3578  0.21
H -2.5062 2.1086 -1.4461  0.31
H -1.1506 1.5896 -2.6167  0.33
H 0.5962 3.2726 0.7555  0.20
H 1.8444 -1.6209 -1.8115  0.43
H 0.2595 4.3757 -0.6054  0.30
H -1.2731 1.3701 2.0786  0.31
H -1.4392 -0.4162 1.7675  0.43
H -0.0968 0.3411 2.8414  0.38
H 1.0883 1.0308 1.2645  0.20
H 0.2846 -3.9114 -0.1988  0.34
H -0.4094 -1.6805 0.6370  0.12

Values from the calculation:
Charge: +1
Highest occupied orbital energy (alpha / beta), eV: -12.28 / -11.23
Multiplicity: 1
Kohn-Sham gap (alpha / beta), eV: 8.6 / 6.8
E, Ha: -690.6656
LUMO level (alpha / beta), Ha: -0.1354 / -0.1630